75
Properties=species:S:1:pos:R:3:mulliken_spin:R:1 method="wB97M-V/def2-TZVPD" largest_force_ev_per_a=0.61 multiplicity=3 relative_energy_ev=0.0000 total_charge=-1 lumo_energy_ev="2.0 / 2.0" homo_ev="-3.4 / -4.0" gap_ev="5.38 / 5.99"
C 0.69528 3.48048 0.27486 0.001
S -4.56612 -0.84551 -0.27561 0.000
C -1.63200 1.03233 4.11514 0.013
C -3.95352 -2.42185 0.05465 0.001
C 1.90166 -1.51621 1.57138 -0.016
O 1.70105 3.60343 0.97163 0.004
H 4.09815 0.36937 1.56778 0.000
Ti 0.43755 0.30911 -0.43167 1.792
C 3.43153 3.13785 -2.27404 -0.005
N 1.16030 -1.79210 -0.69439 -0.057
O 0.02300 2.46773 -0.00823 0.001
N -0.58498 0.39138 1.63706 -0.044
Cl -0.84903 4.52402 -1.78794 0.000
H 2.84517 -4.05992 1.11881 -0.001
H 5.32264 3.80356 -1.50296 0.001
C -4.78024 -3.53486 0.28937 0.000
Cl 1.46924 5.91445 -0.78922 0.000
H -2.42634 -1.64051 -4.70900 -0.001
H 3.37368 3.86807 -3.06857 0.000
H -3.54668 0.72475 3.15294 0.000
H -4.01458 -0.88486 -4.94992 0.000
H 5.33246 2.10854 0.32535 0.000
F -6.11346 -3.39809 0.23572 0.000
C -2.93847 -5.02094 0.68444 0.000
C -2.07717 0.96135 -5.56862 0.005
C -3.52396 1.43637 -3.57267 0.004
H -3.45731 -1.27471 -3.31135 0.000
C -0.26138 1.02434 3.91048 -0.006
H -2.54404 0.18077 0.98072 -0.003
C -0.42172 0.34970 -2.47316 0.021
H -2.03712 1.27910 5.08848 0.002
C 1.82428 -2.35685 0.32629 0.076
H -4.41424 1.48979 -4.20674 0.000
H 2.70805 -1.86594 2.23139 -0.002
H 0.42869 1.26857 4.70782 0.000
C 1.69863 0.77397 2.34822 0.023
C -2.50006 0.46651 -4.17988 0.007
H 3.76204 -0.72957 0.23144 -0.003
H 0.41089 -2.00321 -2.58284 -0.014
H 2.27460 0.51151 3.24899 0.000
H -3.81974 1.09545 -2.57997 -0.001
H 1.94175 1.80256 2.05763 -0.015
C 2.39532 2.23818 -2.08800 0.020
C 3.44754 1.28761 -0.27648 0.018
C -2.08191 -3.96229 0.45451 0.002
H -1.34810 0.28175 -6.01423 -0.001
F -5.15003 -5.81173 0.81626 0.000
F -2.45746 -6.24035 0.99806 0.000
C -1.32990 0.39982 -3.28838 -0.003
H 0.95836 -1.63017 2.10974 0.014
C 0.22429 0.71078 2.65093 0.051
C -3.13931 -0.92413 -4.29439 0.006
C 1.43163 -3.80939 -1.93719 -0.019
H 1.50655 2.23145 -2.71000 -0.011
C -1.90856 0.41541 1.82998 0.034
C -2.47012 0.72790 3.05579 0.000
H -2.94690 1.02079 -6.22939 0.000
H 1.24046 -4.35574 -2.85032 -0.001
C 0.13305 4.81999 -0.35608 -0.002
C 2.12607 -4.38574 -0.88769 0.038
C -4.29966 -4.79317 0.59315 0.000
C -2.58346 -2.71655 0.13752 0.007
H -1.62267 1.95115 -5.50012 0.000
C 2.32517 -3.64192 0.26642 -0.006
C 3.40743 0.17324 0.73732 0.022
N 2.40815 1.33310 -1.10983 0.016
F -0.75187 -4.15603 0.56080 0.001
F -1.67562 -1.73807 -0.06816 -0.013
C 4.50775 3.09801 -1.40332 0.013
N 2.05342 -0.10006 1.22438 -0.038
H 2.49840 -5.39925 -0.95935 0.005
C 4.51942 2.15543 -0.38736 -0.006
H -3.09612 2.43640 -3.48153 -0.001
C 0.96571 -2.51315 -1.80327 0.074
Cl -0.86461 5.60518 0.89710 0.001